104
Properties=species:S:1:pos:R:3:forces:R:3 method="wB97M-V/def2-TZVPD" e_lumo_ev=0.10 fmax_ev_per_a=0.39 de_lowest_kcal_mol=54.0 charge=0 energy_ev=-85158.3557 homo_ev=-7.117 gap_ev=7.22
Pb 0.021 0.337 -0.147 -0.015 -0.084 -0.022
O -1.896 3.640 2.177 -0.064 0.045 -0.002
C -1.122 2.782 1.802 0.110 -0.080 -0.020
N -1.367 1.449 1.580 -0.103 -0.004 -0.084
C -2.509 0.904 2.089 0.064 -0.035 -0.018
O -3.346 1.421 2.809 -0.029 0.056 0.043
C -2.706 -0.578 1.779 0.109 0.020 0.017
C -3.903 -1.186 2.137 -0.032 -0.025 0.022
C -4.037 -2.549 1.939 -0.013 0.012 0.001
C -2.973 -3.264 1.408 -0.012 -0.015 0.003
C -1.824 -2.574 1.063 -0.014 0.061 -0.032
N -1.702 -1.260 1.236 -0.030 -0.004 -0.012
C 0.326 3.192 1.563 -0.058 -0.104 0.016
C 0.711 4.491 1.814 0.029 0.031 0.016
C 2.058 4.815 1.676 -0.011 -0.016 -0.013
C 2.965 3.842 1.319 0.052 0.055 0.021
C 2.477 2.562 1.075 0.018 -0.080 -0.081
N 1.197 2.252 1.172 -0.112 -0.004 0.024
H -4.684 -0.579 2.571 0.009 0.001 0.001
H -4.958 -3.052 2.205 0.005 -0.002 0.004
H -3.034 -4.334 1.258 0.007 0.001 -0.005
H -0.966 -3.076 0.628 -0.037 0.019 -0.021
H -0.039 5.207 2.115 0.007 0.008 0.002
H 2.398 5.827 1.857 -0.006 -0.003 0.010
H 4.024 4.035 1.217 -0.014 0.012 -0.012
H 2.864 0.752 0.661 -0.030 -0.043 0.043
C -2.950 1.973 -1.218 0.036 -0.088 -0.088
N -1.503 1.829 -1.424 -0.103 0.047 0.086
C -0.933 2.714 -2.169 0.108 0.058 -0.062
C 0.460 2.749 -2.441 -0.085 -0.103 0.047
C 1.160 3.669 -3.233 0.010 0.021 -0.039
C 2.498 3.281 -3.180 -0.023 -0.019 0.017
C 2.535 2.150 -2.350 -0.004 -0.060 -0.045
N 1.316 1.816 -1.903 0.005 0.175 0.042
C -3.763 1.392 -2.353 0.005 -0.017 0.076
C -3.738 0.019 -2.591 -0.037 0.017 -0.004
C -4.500 -0.531 -3.609 0.032 0.000 -0.028
C -5.294 0.284 -4.410 0.006 0.010 0.019
C -5.320 1.650 -4.182 0.029 -0.003 0.028
C -4.559 2.199 -3.154 0.023 -0.003 -0.058
H -3.207 3.026 -1.074 -0.019 0.015 -0.004
H -3.218 1.457 -0.296 0.036 0.033 0.016
H -1.539 3.505 -2.622 0.005 0.008 0.010
H 0.733 4.504 -3.769 0.008 -0.007 0.002
H 3.339 3.752 -3.664 -0.001 -0.006 -0.001
H 3.408 1.576 -2.069 -0.012 0.008 0.029
H -3.117 -0.615 -1.968 0.036 -0.042 -0.005
H -4.482 -1.601 -3.776 0.011 -0.011 -0.009
H -5.894 -0.147 -5.202 0.011 -0.001 0.006
H -5.938 2.293 -4.796 0.003 -0.002 -0.001
H -4.590 3.267 -2.972 -0.005 -0.011 0.006
C 0.686 -0.574 -4.034 0.016 -0.085 -0.014
N -0.273 -1.637 -4.278 0.033 0.037 -0.058
C -0.384 -2.107 -5.649 0.020 -0.002 0.056
C -1.792 -2.583 -5.929 0.004 -0.015 0.058
C -2.149 -3.634 -4.899 0.000 0.069 0.023
N -1.920 -3.126 -3.557 -0.041 -0.035 -0.004
C -2.671 -3.758 -2.494 0.050 0.028 -0.019
C -0.996 -2.159 -3.250 -0.141 0.083 -0.033
O -0.852 -1.774 -2.083 0.083 -0.020 0.108
H 0.393 0.337 -4.560 0.005 0.016 0.016
H 1.680 -0.873 -4.380 0.000 -0.008 -0.014
H 0.740 -0.353 -2.977 -0.005 -0.001 -0.012
H 0.332 -2.918 -5.833 0.029 0.014 -0.025
H -0.113 -1.280 -6.305 -0.012 0.015 -0.004
H -1.863 -2.997 -6.935 -0.010 0.000 0.004
H -2.481 -1.740 -5.848 -0.029 0.005 -0.018
H -1.563 -4.546 -5.069 -0.015 -0.029 0.001
H -3.204 -3.909 -4.976 0.000 -0.002 -0.004
H -3.745 -3.621 -2.654 -0.004 -0.024 0.004
H -2.397 -3.305 -1.547 -0.005 -0.002 -0.010
H -2.462 -4.831 -2.456 -0.004 -0.011 0.000
C 2.527 -2.814 -1.080 -0.010 -0.054 -0.153
C 2.846 -3.134 0.175 0.004 0.042 0.146
C 4.110 -2.707 0.787 -0.052 -0.039 -0.032
C 4.288 -2.715 2.106 0.032 0.000 0.063
C 3.196 -3.128 3.050 -0.101 -0.057 -0.154
C 2.095 -3.890 2.372 0.031 -0.031 0.014
C 1.925 -3.863 1.055 0.087 -0.034 -0.050
H 1.564 -3.077 -1.506 0.015 -0.004 0.029
H 3.203 -2.245 -1.707 0.009 -0.012 0.034
H 4.905 -2.371 0.130 -0.024 0.024 -0.013
H 5.226 -2.392 2.541 -0.017 0.016 -0.006
H 3.611 -3.698 3.880 0.001 -0.055 0.022
H 1.402 -4.420 3.015 -0.012 0.024 -0.005
H 1.095 -4.386 0.593 -0.013 0.044 -0.013
C -1.166 3.178 5.640 0.068 -0.009 -0.026
C -0.192 2.157 5.121 -0.006 0.078 0.046
C -0.636 0.900 4.712 -0.022 -0.053 -0.001
C 0.228 -0.003 4.121 0.019 -0.079 0.051
C 1.564 0.338 3.978 0.072 0.235 0.005
C 2.042 1.568 4.414 -0.072 -0.060 -0.016
C 1.160 2.471 4.985 -0.020 -0.021 -0.007
S 2.621 -0.582 2.910 -0.173 -0.200 0.008
O 2.580 -1.980 3.742 0.049 0.023 0.196
O 3.348 1.591 0.745 0.002 0.074 -0.059
O 1.803 -0.811 1.690 0.275 0.262 -0.075
H -2.123 2.722 5.886 0.001 -0.002 0.003
H -1.353 3.931 4.871 -0.020 -0.025 -0.013
H -0.773 3.685 6.522 -0.003 -0.004 0.011
H -1.687 0.656 4.805 0.009 0.019 0.013
H -0.129 -0.950 3.735 -0.018 0.012 -0.012
H 3.085 1.826 4.266 -0.004 0.018 0.000
H 1.513 3.446 5.300 0.012 -0.006 0.001